{
  "formula": "C39H35AsI2N2O7PS2V",
  "method": "ωB97M-V/def2-TZVPD",
  "elements": ["V", "O", "C", "C", "C", "C", "C", "C", "C", "O", "N", "N", "C", "C", "C", "C", "C", "C", "C", "O", "H", "H", "H", "H", "H", "H", "H", "H", "H", "H", "C", "C", "C", "C", "C", "C", "P", "C", "C", "C", "C", "C", "C", "C", "C", "C", "C", "C", "C", "C", "C", "C", "C", "H", "H", "H", "H", "H", "H", "H", "H", "H", "H", "H", "H", "H", "H", "H", "H", "I", "I", "O", "S", "O", "O", "S", "C", "As", "C", "C", "O", "H", "H", "H", "H", "H", "H", "H", "H", "H"],
  "xyz": [[-0.314, -1.286, 0.468], [3.019, -1.059, -1.526], [3.469, 0.209, -1.363], [4.469, 0.629, -2.240], [5.004, 1.898, -2.140], [4.549, 2.773, -1.160], [3.566, 2.352, -0.283], [3.012, 1.077, -0.362], [2.032, 0.644, 0.670], [1.175, -0.317, 0.312], [2.087, 1.193, 1.814], [1.463, 0.656, 2.897], [0.483, 1.243, 3.455], [-0.324, 2.387, 2.999], [-0.601, 3.400, 3.914], [-1.392, 4.486, 3.582], [-1.949, 4.530, 2.308], [-1.733, 3.512, 1.399], [-0.923, 2.394, 1.712], [-0.732, 1.401, 0.888], [2.298, -1.222, -0.895], [4.805, -0.073, -2.993], [5.778, 2.208, -2.832], [4.959, 3.771, -1.080], [3.198, 3.004, 0.499], [0.209, 0.820, 4.420], [-0.173, 3.324, 4.908], [-1.581, 5.273, 4.301], [-2.581, 5.364, 2.022], [-2.214, 3.557, 0.430], [-5.133, 3.025, -0.673], [-4.872, 2.051, 0.279], [-3.738, 1.261, 0.176], [-2.863, 1.423, -0.891], [-3.128, 2.403, -1.845], [-4.257, 3.202, -1.734], [-1.357, 0.416, -1.036], [-0.132, 1.438, -1.930], [0.562, 0.920, -3.023], [1.509, 1.690, -3.684], [1.767, 2.988, -3.274], [1.074, 3.512, -2.193], [0.141, 2.741, -1.518], [-1.839, -0.721, -2.409], [-2.728, -0.476, -3.421], [-2.849, -1.376, -4.503], [-2.049, -2.481, -4.576], [-1.129, -2.776, -3.541], [-0.275, -3.906, -3.583], [0.577, -4.168, -2.551], [0.571, -3.355, -1.396], [-0.237, -2.252, -1.317], [-1.068, -1.913, -2.421], [-6.010, 3.655, -0.581], [-5.536, 1.921, 1.124], [-3.516, 0.550, 0.958], [-2.437, 2.562, -2.664], [-4.446, 3.970, -2.475], [0.385, -0.089, -3.363], [2.057, 1.261, -4.513], [2.518, 3.581, -3.781], [1.276, 4.520, -1.852], [-0.365, 3.153, -0.659], [-3.337, 0.418, -3.411], [-3.565, -1.169, -5.289], [-2.117, -3.157, -5.421], [-0.316, -4.558, -4.448], [1.232, -5.030, -2.589], [1.190, -3.634, -0.551], [-2.305, -0.855, 3.207], [-2.177, -0.064, 5.842], [-1.972, -4.632, 0.056], [-1.833, -3.744, 1.175], [-0.445, -3.162, 1.301], [-2.307, -4.222, 2.445], [-2.706, -1.915, 0.670], [3.514, -3.097, 4.096], [1.865, -3.244, 3.101], [0.474, -3.097, 4.417], [1.835, -5.063, 2.456], [1.832, -2.114, 1.909], [3.550, -3.836, 4.897], [3.566, -2.091, 4.509], [4.350, -3.243, 3.414], [0.686, -3.763, 5.254], [-0.481, -3.359, 3.963], [0.444, -2.065, 4.765], [2.081, -5.758, 3.259], [2.569, -5.146, 1.656], [0.844, -5.278, 2.064]],
  "forces_ev_per_angstrom": [[0.49, 0.27, 0.06], [0.02, 0.09, 0.02], [0.01, -0.03, 0.01], [-0.01, -0.01, -0.02], [0.00, -0.02, -0.01], [0.01, 0.01, 0.03], [0.02, 0.02, -0.01], [-0.04, -0.10, -0.05], [0.02, 0.46, 0.08], [-0.28, -0.40, -0.15], [-0.06, -0.22, 0.02], [0.02, 0.07, 0.02], [0.02, 0.04, -0.08], [-0.03, -0.02, 0.09], [0.03, -0.02, -0.01], [-0.02, 0.03, 0.01], [0.01, -0.02, 0.01], [-0.01, 0.04, -0.01], [0.01, 0.00, 0.03], [-0.08, -0.08, 0.05], [0.03, -0.02, -0.05], [0.01, 0.01, 0.00], [0.00, 0.00, 0.00], [-0.01, 0.00, 0.00], [0.01, 0.02, 0.00], [0.02, 0.00, -0.02], [-0.01, 0.01, -0.01], [0.00, -0.01, 0.00], [0.00, 0.00, 0.00], [0.01, 0.00, 0.02], [-0.01, 0.00, 0.01], [0.00, -0.01, 0.01], [-0.03, 0.02, -0.03], [0.07, 0.07, 0.05], [-0.03, -0.02, 0.00], [0.00, 0.00, -0.01], [-0.03, -0.52, -0.04], [0.02, 0.06, 0.02], [-0.02, 0.05, 0.05], [0.03, 0.00, 0.00], [0.00, -0.02, -0.02], [-0.03, 0.01, 0.01], [0.00, 0.04, 0.01], [0.03, 0.03, -0.02], [0.03, -0.02, 0.00], [0.01, -0.02, 0.00], [-0.01, 0.00, -0.02], [0.00, 0.03, 0.03], [-0.01, 0.00, 0.00], [0.01, -0.01, 0.01], [0.02, 0.01, -0.07], [0.11, 0.06, 0.08], [-0.03, -0.05, -0.04], [0.00, 0.00, 0.00], [0.00, 0.00, 0.00], [-0.01, 0.02, 0.01], [0.00, 0.00, 0.00], [0.00, 0.00, 0.00], [-0.01, -0.04, -0.01], [0.00, 0.00, 0.01], [-0.01, 0.00, 0.00], [0.00, -0.01, 0.00], [0.01, -0.01, -0.02], [-0.01, 0.02, -0.01], [0.00, 0.00, 0.00], [0.00, 0.01, 0.00], [0.01, 0.00, 0.01], [-0.01, 0.00, -0.01], [0.00, 0.01, 0.00], [-0.34, -0.02, 0.17], [0.04, 0.09, 0.24], [0.04, 0.00, 0.04], [-0.43, 0.11, -0.13], [0.08, 0.04, -0.02], [0.07, -0.01, 0.01], [0.17, 0.05, -0.14], [-0.03, 0.01, -0.03], [-0.01, -0.06, 0.19], [-0.01, -0.01, -0.02], [-0.01, 0.03, -0.01], [0.05, -0.04, -0.30], [0.00, 0.00, 0.00], [-0.01, 0.01, -0.01], [0.00, 0.00, -0.01], [0.02, -0.01, -0.01], [0.02, 0.00, 0.01], [-0.01, 0.01, 0.00], [-0.01, 0.01, 0.01], [0.00, -0.01, 0.00], [0.01, 0.00, 0.00]],
  "lowdin_charge": [0.69, 0.06, -0.26, -0.03, -0.10, -0.11, -0.04, -0.07, -0.36, -0.25, 0.13, 0.05, -0.20, -0.16, -0.07, -0.12, -0.10, -0.03, -0.37, -0.27, 0.06, 0.11, 0.10, 0.09, 0.11, 0.02, 0.11, 0.09, 0.09, 0.09, -0.09, -0.07, -0.11, -0.32, -0.11, -0.08, 1.07, -0.28, -0.06, -0.08, -0.09, -0.07, -0.07, -0.30, -0.06, -0.07, -0.04, -0.16, -0.03, -0.06, -0.09, -0.20, -0.21, 0.10, 0.11, 0.00, 0.11, 0.10, 0.11, 0.11, 0.10, 0.11, 0.09, 0.09, 0.10, 0.11, 0.11, 0.10, 0.10, 0.45, 0.01, -0.32, 0.15, -0.59, -0.37, 0.34, -0.21, 0.98, -0.21, -0.20, -0.50, 0.03, 0.04, 0.03, 0.04, -0.01, 0.01, 0.03, 0.04, 0.03],
  "s2": 0.78,
  "multiplicity": 2,
  "e_above_lowest_kcal_mol": 78.2,
  "lumo_ev": [1.37, 1.67],
  "charge": -1
}